9
Properties=species:S:1:pos:R:3:forces:R:3 method="wB97M-V/def2-TZVPD" de_lowest_ev=2.082 energy_ha=-317.45582 smiles=Oc1nc[nH]n1 lumo_energy_ev=0.937 charge=0 largest_force_ha_per_bohr=0.047 e_homo_ev=-9.69 orbital_gap_ha=0.3906
O -0.010 1.932 -0.846 -0.3 -1.3 -2.0
C 0.196 0.558 -0.661 -0.5 0.9 1.6
N -0.334 -0.615 -1.083 0.0 1.6 0.4
N -0.394 -1.290 0.121 0.2 0.0 0.0
C 0.125 -0.527 1.100 0.4 -0.6 0.4
N 0.602 0.564 0.621 -0.1 -0.1 1.2
H 0.319 2.318 -1.648 0.2 0.0 -1.0
H -0.552 -2.284 0.233 -0.2 0.3 -0.7
H 0.046 -0.655 2.163 0.2 -0.9 0.2